No. 1
18
Properties=species:S:1:pos:R:3:forces:R:3:lowdin_charge:R:1 method="wB97M-V/def2-TZVPD" orbital_gap_ev=8.90 total_charge=-1 spin_multiplicity=1
N 0.311 -0.232 1.518 -0.4 -0.3 0.2 -0.03
H -2.071 -1.999 0.189 0.2 0.0 -0.1 -0.01
O 2.521 1.130 -2.263 0.6 0.9 0.8 -0.10
H -1.536 -2.984 -0.785 -0.6 0.1 0.7 0.03
H 2.778 1.972 -1.818 -0.3 -0.9 -0.7 0.04
C 0.644 0.749 2.528 1.8 -0.2 -0.6 -0.14
H 1.750 0.899 2.563 -0.4 0.4 -0.5 0.07
H 2.003 0.727 -1.549 -0.4 0.1 -0.1 0.00
H 0.530 0.427 3.561 -1.1 -0.1 0.0 0.06
H -0.733 0.342 -2.912 0.9 0.1 -0.2 0.00
C -0.123 0.197 0.223 0.7 -1.1 1.0 -0.75
H -0.136 -1.088 1.807 -0.1 0.2 0.1 0.10
H 0.176 1.681 2.222 0.0 0.3 0.7 0.07
O -1.673 0.390 -2.807 -0.9 -0.1 0.2 -0.10
O -0.885 -0.638 -0.339 -0.3 0.4 -0.4 -0.10
O 0.371 1.243 -0.208 0.0 0.6 -0.3 -0.03
O -2.198 -2.930 -0.063 0.4 -0.3 -0.5 -0.12
H -1.727 0.115 -1.868 0.1 0.0 -0.1 0.00


No. 2
15
Properties=species:S:1:pos:R:3:forces:R:3:lowdin_charge:R:1 method="wB97M-V/def2-TZVPD" orbital_gap_ev=9.01 total_charge=+1 spin_multiplicity=1
H 0.683 0.072 1.303 -0.5 0.7 -0.4 0.03
H -1.708 0.212 -0.249 -0.7 -0.3 -0.3 0.17
H -0.131 -1.953 -0.743 -1.4 -0.4 -1.0 0.13
S 1.795 -1.886 1.753 -1.7 -0.9 -3.4 0.66
O -0.203 2.499 0.140 -0.1 1.2 -0.3 -0.04
H -0.464 1.054 -0.889 -0.1 -0.1 1.1 0.11
H 0.444 3.137 -0.203 0.2 -0.4 0.1 0.09
H -0.912 3.122 0.390 0.1 -0.6 0.1 0.09
H -0.654 -1.150 1.346 1.1 0.2 0.4 0.09
H -1.128 0.156 -1.984 -0.8 -0.8 2.4 0.23
H 0.989 -0.729 -0.976 0.6 0.7 -1.5 0.12
C 0.024 -0.910 -0.574 2.9 -0.7 1.6 -0.26
H 1.877 -2.892 0.704 -0.1 1.4 1.8 -0.09
N -0.944 0.127 -0.907 1.0 0.9 -3.9 0.17
C 0.330 -0.858 0.888 -0.4 -1.2 3.1 -0.49


No. 3
14
Properties=species:S:1:pos:R:3:forces:R:3:lowdin_charge:R:1 method="wB97M-V/def2-TZVPD" orbital_gap_ev=12.09 total_charge=0 spin_multiplicity=1 smiles=CC.O.O
H 0.174 1.463 -1.991 0.0 -0.9 0.0 0.07
C -0.198 1.443 -0.967 -0.9 2.0 0.1 -0.18
O 1.516 -1.531 2.331 1.5 -1.3 1.1 -0.06
O -1.926 -1.659 -1.034 -0.6 0.5 -0.9 -0.05
H -0.151 2.532 -0.784 0.1 -0.2 0.5 0.06
H -1.817 -1.923 -0.135 0.2 -0.4 1.0 0.01
H 2.185 -1.731 1.645 -1.4 0.8 0.2 0.06
H 1.124 -0.159 -0.487 -0.4 -0.4 0.5 0.07
H 0.751 -1.016 2.127 0.0 0.3 -1.1 -0.02
H -2.770 -1.180 -1.027 0.3 -0.2 -0.1 0.04
H 0.261 0.429 1.009 -0.6 -0.1 -0.2 0.04
H 1.480 1.352 0.231 0.3 -0.1 0.3 0.07
C 0.648 0.677 0.030 1.3 0.6 -1.1 -0.17
H -1.277 1.305 -0.949 0.0 -0.8 -0.2 0.05


No. 4
15
Properties=species:S:1:pos:R:3:forces:R:3:mulliken_spin:R:1 method="wB97M-V/def2-TZVPD" orbital_gap_ev="8.80 / 5.81" total_charge=+1 spin_multiplicity=2
C 1.317 1.156 -1.548 -1.3 -0.4 0.4 -0.03
H 2.631 -0.544 -1.101 0.5 0.2 -0.3 -0.01
S 1.146 1.493 0.328 2.9 0.8 0.8 1.00
H 0.336 1.288 -1.956 -0.3 0.4 -0.5 0.00
H 0.246 1.487 1.343 -1.2 -0.4 -1.0 -0.01
H -2.509 0.710 1.249 -0.2 0.2 0.1 0.00
H 0.943 -0.868 -1.159 0.0 -0.3 -0.4 -0.01
H -3.436 -0.473 1.439 -0.2 0.0 -0.1 0.00
H -1.119 -1.353 1.633 -0.4 -0.1 0.0 0.00
O -0.729 -2.036 2.182 0.4 0.1 0.0 0.00
H -1.253 -2.097 2.989 0.0 0.1 -0.1 0.00
H 2.067 1.890 -1.827 -0.1 0.3 0.3 0.01
O -3.114 0.138 0.769 0.5 -0.1 0.0 0.00
H 1.742 -0.508 -2.702 0.3 -0.2 -0.1 0.01
C 1.732 -0.282 -1.640 -0.8 -0.5 0.9 0.02


No. 5
15
Properties=species:S:1:pos:R:3:forces:R:3:lowdin_charge:R:1 method="wB97M-V/def2-TZVPD" orbital_gap_ev=11.41 total_charge=0 spin_multiplicity=1 smiles=CCO.O.O
H 0.948 1.590 4.304 -0.6 -0.2 -1.0 0.06
C 1.518 -0.628 -0.105 3.5 2.3 -2.1 -0.14
H -1.013 0.985 -0.369 -0.9 1.1 1.4 0.05
H 1.070 2.210 2.940 0.6 0.8 -0.8 0.01
H 1.849 -1.362 0.653 -0.5 0.3 -0.5 0.07
H 2.245 -0.752 -1.080 -2.1 -0.2 2.1 0.11
H -0.402 -0.826 0.625 -0.4 0.2 -0.9 0.12
O 0.557 1.568 3.397 0.0 -0.7 1.8 -0.07
H -3.081 -0.269 -3.301 -0.8 0.6 -1.4 0.02
C 0.020 -0.648 -0.390 0.6 -0.7 0.6 -0.29
H -0.053 -1.574 -0.994 -1.0 0.7 0.1 0.11
H -2.105 -0.411 -2.283 2.5 0.9 1.4 -0.04
O -0.594 0.515 -1.049 1.9 -2.5 -0.8 -0.07
H 1.939 0.396 0.201 -1.0 -1.3 0.1 0.08
O -2.897 -0.796 -2.551 -1.7 -1.5 0.1 -0.02


No. 6
15
Properties=species:S:1:pos:R:3:forces:R:3:mulliken_spin:R:1 method="wB97M-V/def2-TZVPD" orbital_gap_ev="3.98 / 11.84" total_charge=0 spin_multiplicity=2
C 0.604 0.507 -0.614 -0.4 -0.1 -1.1 0.46
H 0.488 -0.380 -1.240 -0.2 0.1 0.0 -0.03
H -2.522 -2.004 1.016 -0.3 0.6 -0.1 -0.14
C 2.061 0.892 -0.509 0.3 0.6 0.7 0.45
H -2.375 -1.836 -0.611 0.2 0.2 0.5 -0.08
H -0.017 1.321 -1.040 0.4 -0.5 0.3 -0.17
H 2.724 0.029 -0.339 -0.4 0.3 0.0 -0.17
H -0.221 1.010 1.242 -0.6 0.8 0.5 -0.78
N 0.041 0.173 0.720 0.0 -1.2 -0.9 1.92
H 0.752 -0.291 1.273 0.5 -0.5 0.6 -0.51
H 2.439 1.459 -1.378 -0.3 -0.2 0.3 -0.02
H 2.077 1.528 0.395 0.7 0.0 -0.5 -0.18
H -0.771 -0.528 0.612 0.0 0.7 0.2 -0.33
N -2.312 -1.321 0.283 0.5 -1.0 -1.0 0.77
H -2.969 -0.558 0.190 -0.4 0.0 0.6 -0.19


No. 7
16
Properties=species:S:1:pos:R:3:forces:R:3:mulliken_spin:R:1 method="wB97M-V/def2-TZVPD" orbital_gap_ev="4.08 / 9.79" total_charge=0 spin_multiplicity=2
H -1.783 0.064 0.243 -0.1 0.3 0.2 -0.53
N -0.846 0.357 0.620 0.0 -0.4 -0.9 1.70
H 1.518 -1.540 -2.014 0.4 -0.2 0.0 -0.01
H 0.023 3.268 1.859 0.0 0.0 0.1 -0.05
H 1.115 0.349 -0.124 0.5 0.3 0.0 0.14
H -0.776 -0.051 1.585 0.3 0.2 0.1 -0.51
H -0.792 1.392 0.648 -0.2 0.0 0.3 -0.61
H -0.621 -2.145 -0.110 -0.1 0.2 0.1 -0.06
C 0.347 -1.660 -0.255 0.4 -0.8 -0.6 0.15
H -0.169 0.095 -1.340 0.1 0.1 0.0 0.07
O -0.385 3.195 0.986 0.1 0.2 -0.1 0.21
H -0.716 4.080 0.777 0.0 -0.2 0.0 -0.01
C 0.196 -0.158 -0.346 -0.7 -0.3 0.4 0.59
H 1.004 -3.138 -1.595 0.4 0.0 -0.1 0.00
N 0.900 -2.146 -1.516 -1.1 0.3 0.2 -0.01
H 0.984 -1.962 0.580 -0.1 0.3 0.3 -0.04


No. 8
17
Properties=species:S:1:pos:R:3:forces:R:3:lowdin_charge:R:1 method="wB97M-V/def2-TZVPD" orbital_gap_ev=9.74 total_charge=+1 spin_multiplicity=1
H -0.028 -2.041 -2.839 -0.1 0.1 -0.2 0.06
O 0.335 -2.125 -1.955 0.0 -1.1 0.6 -0.05
H 1.457 0.139 0.080 -0.4 0.8 -0.2 0.15
C -0.456 0.930 -0.387 0.4 -1.2 0.6 -0.09
H -3.563 1.690 0.317 -0.2 0.2 -0.3 0.11
H 0.262 -3.084 -1.743 0.1 0.9 -0.3 0.09
O 2.877 -0.381 2.376 -0.2 0.3 -0.6 -0.05
H 0.562 -1.008 -0.507 -1.0 0.6 -0.9 0.11
N -2.687 1.786 -0.159 1.0 -0.5 0.4 0.10
H 3.350 -0.290 3.202 0.0 -0.2 0.5 0.05
H -2.018 0.154 0.824 0.7 0.3 0.7 0.14
H -2.577 2.294 -1.009 -0.5 0.5 -0.1 0.11
C -1.662 0.966 0.197 -1.1 -0.1 -1.2 -0.18
H 3.293 0.305 1.844 0.1 0.0 -0.1 0.04
H 0.440 -0.563 0.991 -1.0 0.9 0.2 0.16
N 0.463 -0.130 0.055 2.4 -2.1 0.8 0.13
H -0.048 1.357 -1.287 -0.4 0.7 0.1 0.12


No. 9
17
Properties=species:S:1:pos:R:3:forces:R:3:lowdin_charge:R:1 method="wB97M-V/def2-TZVPD" orbital_gap_ev=10.67 total_charge=+1 spin_multiplicity=1
N 0.008 -0.675 -1.423 2.3 -2.4 -0.4 0.19
N 0.467 0.322 0.512 1.7 -0.4 1.9 0.02
H 0.348 -1.160 -2.234 0.0 -0.4 0.0 0.13
H -4.626 1.166 1.683 -0.4 0.9 1.5 0.00
C 0.919 0.282 1.932 3.6 0.5 0.0 -0.04
H 0.188 -0.096 2.594 -0.9 -0.5 0.5 0.07
O -4.592 0.792 0.831 -0.1 -0.5 -2.4 -0.06
H 1.871 -0.376 1.990 -1.7 0.8 -0.1 0.12
H 1.392 -1.537 -0.072 -0.5 0.8 0.0 0.17
C 0.738 -0.686 -0.322 -2.4 1.8 0.3 -0.16
H -0.661 -0.009 -1.617 -1.6 1.7 -0.1 0.11
H -5.226 1.256 0.241 0.6 -0.3 0.9 0.06
H 3.404 -0.406 -2.217 -0.4 -0.7 -0.4 0.08
H 0.120 1.242 0.231 -0.2 -0.9 -0.5 0.17
H 1.323 1.271 2.379 -1.1 -1.3 -1.3 0.12
O 2.765 -0.397 -1.486 2.3 2.3 0.4 -0.08
H 3.220 0.374 -1.012 -1.2 -1.4 -0.3 0.11


No. 10
17
Properties=species:S:1:pos:R:3:forces:R:3:lowdin_charge:R:1 method="wB97M-V/def2-TZVPD" orbital_gap_ev=11.80 total_charge=+1 spin_multiplicity=1
H 0.933 -1.592 2.279 0.3 0.1 -0.4 0.04
H 0.724 -2.971 -0.156 0.1 0.5 0.1 0.09
O 1.067 -0.665 2.523 -0.6 -0.2 0.3 -0.06
H 0.469 -0.608 3.285 0.3 0.4 0.0 0.07
N -0.340 0.449 -0.747 -0.2 -0.1 -0.6 0.03
H -0.741 -2.704 0.026 0.0 0.2 0.2 0.08
O 0.117 -2.258 0.108 -0.2 -0.8 -0.2 -0.05
C 0.102 1.598 -0.326 -0.4 -0.3 0.5 -0.14
H -1.168 1.325 -2.448 -0.1 0.2 -0.1 0.09
C -1.069 0.340 -2.014 0.0 -0.2 0.1 -0.02
H -2.057 -0.093 -1.858 0.0 0.1 0.1 0.10
N 0.821 1.771 0.757 -0.1 0.0 0.0 0.20
H 1.020 2.703 1.087 0.1 -0.1 -0.1 0.14
H -0.139 -0.448 -0.298 0.3 0.2 0.2 0.10
H -0.229 2.465 -0.876 0.2 0.2 -0.2 0.16
H 1.010 0.979 1.367 0.2 -0.1 0.2 0.09
H -0.520 -0.291 -2.707 0.1 0.0 0.0 0.10


No. 11
16
Properties=species:S:1:pos:R:3:forces:R:3:lowdin_charge:R:1 method="wB97M-V/def2-TZVPD" orbital_gap_ev=10.27 total_charge=+1 spin_multiplicity=1
H 0.141 0.457 -1.976 -0.4 -0.1 0.5 0.15
N 0.770 -0.510 -0.246 -0.5 -2.3 0.5 0.15
S 1.988 -2.971 1.785 -0.1 0.3 0.2 0.52
H -0.095 1.883 0.223 -0.5 -0.2 -0.5 0.13
C -0.904 1.245 -0.202 -0.3 -0.1 -0.2 -0.27
H 1.392 0.175 0.075 1.3 1.4 0.6 0.13
H -1.438 0.783 0.644 0.2 0.1 0.1 0.12
C -0.304 0.094 -1.027 -0.8 0.8 -1.5 -0.17
N -1.832 2.046 -1.043 -0.3 0.2 1.8 0.00
H 1.343 -1.254 -0.686 -0.6 0.3 0.0 0.17
H 2.981 -2.072 1.734 0.1 -0.1 0.0 -0.20
H -1.061 -0.689 -1.245 0.5 0.5 0.1 0.15
H 0.345 -0.930 0.594 0.5 -0.2 -0.1 0.12
H 1.556 -2.467 2.961 0.0 -0.2 -0.2 -0.18
H -2.646 1.447 -1.205 0.2 0.2 -0.3 0.08
H -2.239 2.763 -0.385 0.7 -0.6 -1.1 0.11


No. 12
16
Properties=species:S:1:pos:R:3:forces:R:3:lowdin_charge:R:1 method="wB97M-V/def2-TZVPD" orbital_gap_ev=9.62 total_charge=0 spin_multiplicity=1 smiles=NCN.CN
H -2.022 0.146 0.656 0.2 0.0 -0.4 0.06
H 3.119 1.209 -0.062 -0.1 0.1 0.0 0.05
H -2.357 -0.811 -0.732 0.2 0.3 -0.1 0.05
H -0.227 -2.291 1.745 0.0 0.2 -0.3 0.05
N -2.421 -0.690 0.262 -0.5 -0.4 0.6 -0.01
H -0.316 -2.308 0.068 0.0 0.1 -0.1 0.05
H 1.484 1.135 0.016 0.1 0.0 -0.2 0.04
C -2.152 -1.898 1.011 0.3 0.1 -0.2 -0.38
C 2.191 2.486 -1.398 -0.1 -0.3 0.5 -0.20
H -2.873 -2.653 0.692 0.0 0.0 -0.1 0.09
H -2.356 -1.704 2.060 -0.1 0.0 0.1 0.10
N -0.807 -2.456 0.932 -0.1 -0.4 0.5 -0.02
N 2.268 1.756 -0.133 0.1 0.0 0.2 -0.08
H 2.399 1.878 -2.277 0.1 0.0 -0.2 0.06
H 2.884 3.322 -1.343 0.0 0.1 -0.2 0.06
H 1.186 2.879 -1.497 -0.1 0.2 -0.1 0.06


No. 13
18
Properties=species:S:1:pos:R:3:forces:R:3:lowdin_charge:R:1 method="wB97M-V/def2-TZVPD" orbital_gap_ev=9.84 total_charge=0 spin_multiplicity=1
H 2.468 0.014 -0.427 -0.3 -0.1 0.3 0.04
C 0.221 0.676 -3.290 -0.2 0.0 0.4 -0.13
H -1.689 -5.231 0.626 0.0 0.0 0.0 0.03
O -0.312 4.709 5.814 0.1 -0.1 0.0 -0.06
H -0.583 1.051 -3.910 -0.1 0.0 -0.3 0.07
H 0.548 -0.152 1.064 0.1 -0.1 0.0 0.09
C 0.590 0.168 -0.945 -0.6 -0.4 -0.1 -0.60
N 0.003 -0.222 0.226 -0.2 -0.1 1.0 0.12
O -1.276 -5.960 1.098 0.0 0.0 0.1 -0.06
H 0.205 3.896 5.813 -0.1 0.1 0.0 0.03
H -0.484 4.898 4.887 0.0 0.0 0.0 0.03
N 1.826 0.305 -1.150 0.7 0.1 -0.8 0.12
H 0.603 -0.247 -3.705 0.1 -0.1 -0.1 0.07
H -0.977 -0.411 0.377 0.2 0.2 -0.6 0.09
H -0.816 1.266 -1.667 -0.6 -0.1 0.0 0.11
N -0.374 0.403 -1.965 0.9 0.7 0.0 -0.04
H -0.980 -6.572 0.418 0.0 0.0 0.0 0.03
H 1.026 1.411 -3.263 0.0 -0.1 0.1 0.07


No. 14
18
Properties=species:S:1:pos:R:3:forces:R:3:lowdin_charge:R:1 method="wB97M-V/def2-TZVPD" orbital_gap_ev=9.60 total_charge=0 spin_multiplicity=1
H 0.371 0.231 -2.018 0.1 1.3 0.1 0.14
H -1.378 1.413 -0.025 -0.1 -0.2 0.2 0.04
H -2.763 0.067 0.479 -0.2 -0.2 0.2 -0.04
H -1.257 2.253 -1.503 1.1 -0.6 -0.1 0.09
H 4.122 0.502 0.989 0.8 0.7 0.2 0.02
C -0.017 -0.625 -0.430 -0.4 -3.0 2.5 -0.57
H -1.093 -1.922 0.688 0.7 2.4 -0.8 0.09
H 1.925 -0.968 -0.684 -0.3 -0.6 0.0 0.08
H 3.538 -0.469 2.060 0.2 0.3 -0.1 0.04
C -0.635 1.741 -0.737 0.2 -0.4 0.7 -0.06
O 3.475 -0.163 1.150 -1.0 -1.0 -0.1 -0.04
H 0.007 2.423 -0.155 -0.3 0.1 -0.7 0.08
O -3.668 0.289 0.784 0.7 1.4 -0.7 -0.09
H -4.002 -0.523 1.103 -0.6 -1.3 0.5 -0.01
H 1.138 -2.399 -0.298 -0.4 -1.3 0.9 0.06
N 0.220 0.559 -1.058 -0.8 0.8 -1.2 -0.02
N -1.038 -0.903 0.324 0.0 -1.2 -0.3 0.08
N 1.055 -1.505 -0.669 0.2 2.8 -1.4 0.11


No. 15
18
Properties=species:S:1:pos:R:3:forces:R:3:lowdin_charge:R:1 method="wB97M-V/def2-TZVPD" orbital_gap_ev=7.93 total_charge=0 spin_multiplicity=1
N -2.338 0.155 -0.304 -1.2 1.0 -0.5 -0.14
C 0.287 -0.262 2.088 -1.6 -0.4 -1.1 -0.12
H 0.465 -0.849 -1.630 -0.4 0.2 -0.3 0.05
H 1.046 -1.028 2.229 0.1 -0.1 -0.2 0.00
H -0.962 -1.247 -2.422 0.0 0.1 -0.1 0.10
N -0.504 -0.563 -1.832 0.2 -0.1 -0.2 0.08
C 2.080 0.263 -0.207 0.4 -0.4 -0.1 -0.40
H 1.160 1.896 0.172 0.2 0.0 0.2 0.11
H 2.559 0.306 0.782 -0.2 0.0 -0.1 0.14
H 0.693 0.699 2.404 0.0 0.2 -0.3 -0.01
N -1.258 -0.554 -0.286 0.3 -1.0 -0.1 -0.20
H -0.506 0.357 -2.265 0.0 -0.1 0.0 0.10
H -3.206 -0.220 -0.702 0.2 0.2 0.2 0.07
O 1.460 1.389 -0.592 -0.2 -0.2 -0.2 0.07
H -0.342 -0.346 1.012 2.1 0.6 2.1 0.02
H -2.292 1.185 -0.308 -0.1 -0.4 0.0 0.08
O 2.166 -0.695 -0.933 0.1 0.6 0.3 0.05
H -0.509 -0.487 2.796 0.0 0.0 0.3 0.00


No. 16
18
Properties=species:S:1:pos:R:3:forces:R:3:lowdin_charge:R:1 method="wB97M-V/def2-TZVPD" orbital_gap_ev=11.31 total_charge=+1 spin_multiplicity=1 smiles=C[C@](N)(O)N(N)[NH3+]
H 2.364 -0.462 0.396 0.9 -0.7 0.4 0.12
N -0.767 -1.364 0.004 0.8 -0.5 2.0 0.08
O -0.576 0.298 1.623 -0.5 0.0 -2.1 -0.07
H -2.565 0.272 -0.427 1.2 2.0 -0.6 0.13
C -1.598 0.841 -0.751 -0.8 -1.8 0.7 0.00
C -0.566 0.032 0.088 -1.2 -0.1 1.8 -0.54
H 1.120 1.377 1.280 -0.1 -0.2 -1.7 0.15
H -1.493 0.321 2.037 1.5 0.0 -1.4 0.14
N 1.202 1.387 0.221 3.4 2.0 0.5 0.02
N 1.781 -0.951 -0.261 -0.8 -0.3 0.0 0.21
H 1.258 -1.798 0.104 0.5 1.3 -0.4 0.15
H 2.246 -1.149 -1.155 -0.2 0.1 0.5 0.15
H -1.153 -1.848 0.828 0.2 0.8 -0.8 0.13
H -1.164 -1.631 -0.833 -1.2 -0.9 -1.9 0.07
N 0.782 0.376 -0.504 -1.6 -1.0 1.0 -0.08
H -1.453 0.589 -1.827 0.0 0.2 0.8 0.10
H -1.521 1.938 -0.634 -0.4 -0.8 0.2 0.10
H 2.101 1.771 -0.187 -1.7 -0.1 0.9 0.15


Computed values of maximum force (unit: Eh/bohr) for the preceding records, in sequence: 0.03748 0.07932 0.04400 0.06083 0.09086 0.02867 0.02207 0.06385 0.07071 0.01710 0.04680 0.01757 0.02167 0.07546 0.05836 0.07634.